No. 1
74
Properties=species:S:1:pos:R:3 method="wB97M-V/def2-TZVPD" orbital_gap_ev="5.78 / 5.59" charge=0 relative_energy_ev=7.602 s2=9.654 multiplicity=6
Dy -1.161 -0.633 0.797
Cl 2.301 3.754 4.739
Cl 0.920 5.996 3.000
Cl -1.246 2.145 -0.130
Cl -0.746 5.165 0.436
Cl 1.832 0.708 4.017
Cl -3.729 -0.689 1.375
O 1.309 -0.356 0.327
O 1.752 -0.545 -3.222
O -0.428 -2.697 0.204
O -0.750 -1.104 2.854
N -1.344 -0.565 4.907
N 3.260 0.747 -0.365
N 0.454 -4.698 -0.477
C 3.714 1.517 0.783
C 1.306 3.332 3.411
C -2.117 0.229 5.818
C -4.230 0.506 -1.959
C -0.267 2.621 1.222
C 0.757 3.537 -3.483
C 0.236 1.655 2.043
C 0.199 3.678 -4.789
C 0.475 -3.375 -0.368
C 0.707 4.348 2.617
C 1.079 1.956 3.086
C -2.750 0.440 -1.900
C -2.275 -1.885 -1.767
C -0.645 1.427 -4.761
C 0.200 1.189 -3.671
C 0.613 -0.230 -3.512
C 3.884 1.069 -1.652
C -0.540 2.652 -5.427
C -0.568 -5.509 0.174
C 0.665 2.275 -2.866
C -1.416 -0.335 3.624
C -2.163 -0.504 -1.147
C 2.413 -0.314 -0.258
C -0.074 3.999 1.487
C -0.624 -1.731 5.422
C 1.445 -5.427 -1.272
H 3.142 2.447 0.898
H 0.938 -6.047 -2.026
H 1.331 4.394 -3.037
H -4.521 1.040 -2.876
H -0.991 -6.198 -0.560
H -2.965 -0.368 6.166
H -1.338 -4.859 0.581
H -2.478 1.090 5.247
H -1.328 -2.409 -2.001
H -2.809 -1.886 -2.739
H 1.107 2.133 -1.862
H -1.453 0.540 6.620
H 0.031 -1.354 6.211
H 3.586 2.078 -1.979
H 4.762 1.778 0.603
H -2.066 0.495 3.254
H -0.971 2.733 -6.454
H -2.798 -2.552 -1.097
H 2.098 -4.710 -1.777
H -1.179 0.574 -5.191
H 3.642 0.930 1.697
H -4.518 1.018 -1.029
H 1.358 -2.891 -0.831
H -0.121 -6.103 0.976
H 4.979 1.033 -1.539
H 2.769 -1.226 -0.796
H -4.549 -0.556 -1.922
H -0.036 -2.235 4.651
H -1.365 -2.416 5.849
H -0.409 -0.856 -3.403
H 0.315 4.613 -5.355
H 2.052 -6.090 -0.643
H 3.547 0.343 -2.396
H -2.211 1.169 -2.554

No. 2
119
Properties=species:S:1:pos:R:3 method="wB97M-V/def2-TZVPD" orbital_gap_ev=6.04 charge=-2 relative_energy_ev=0.000 multiplicity=1
Rb 0.361 -0.230 -0.938
As 1.165 0.232 -4.460
S -1.640 1.659 -2.615
S 2.451 -3.216 -0.933
S -1.301 -0.713 2.059
Si -3.038 0.079 2.776
O -0.705 2.107 -1.589
O -1.561 0.197 -2.835
O -3.653 -0.681 4.131
O -2.996 2.132 -2.433
O -3.616 0.287 -5.306
O -4.345 0.091 1.748
O 1.892 0.531 -2.964
O 2.580 0.762 -5.542
O -2.185 -1.527 -5.249
O -2.951 1.663 3.271
N -0.740 -3.446 -1.284
N -1.635 -2.849 -2.075
N 5.092 -3.006 -0.730
N 4.054 -1.574 -2.230
C -1.012 -4.737 -1.377
C -0.309 3.696 -6.469
C 3.099 1.489 1.272
C 2.852 2.869 -0.809
C 4.467 -0.490 1.569
C 6.323 -3.193 -1.487
C 5.577 -0.064 -3.427
C 3.930 -2.563 -1.310
C -4.648 -2.299 1.304
C 3.574 -2.584 2.661
C -4.323 3.344 2.271
C 0.070 1.917 -4.844
C 1.795 3.677 1.309
C -4.784 -0.871 0.772
C -3.988 -0.696 -0.519
C 4.308 0.813 1.124
C -2.905 -0.620 -5.240
C -2.217 2.609 1.131
C -2.981 -1.148 5.286
C -6.254 -0.547 0.525
C 4.979 -0.455 -2.088
C -1.415 4.139 -5.762
C -2.895 2.842 2.479
C 7.545 -2.929 -0.624
C -2.469 -3.719 -2.671
C 0.411 2.599 -6.014
C 3.418 -1.166 2.186
C 2.059 0.816 1.907
C 2.967 2.898 0.720
C 2.212 -0.491 2.350
C -1.056 2.383 -4.151
C -2.091 3.852 3.295
C -1.786 3.475 -4.603
C -1.865 -0.194 5.709
C -2.418 -2.542 5.015
C -4.042 -1.216 6.384
C -2.099 -4.973 -2.241
H -0.415 -5.445 -0.825
H -6.350 0.487 0.189
H 3.096 1.298 -4.924
H 2.915 3.881 -1.218
H -1.226 2.176 1.270
H 6.152 -0.887 -3.858
H -2.546 -5.915 -2.512
H -6.670 -1.205 -0.242
H 2.769 -3.208 2.272
H 4.784 0.191 -4.125
H 5.416 -1.000 1.421
H 3.893 3.422 0.988
H 1.892 2.452 -1.118
H -2.654 3.783 -4.036
H -1.915 -2.938 5.903
H 1.829 4.714 0.965
H -2.118 3.550 0.581
H -3.622 -1.618 7.310
H 7.576 -3.612 0.228
H 4.433 0.384 -1.658
H 1.357 -0.984 2.800
H -6.824 -0.670 1.449
H -3.229 -3.220 4.738
H 1.095 1.291 2.054
H -2.266 0.814 5.835
H -1.071 3.486 3.430
H -2.546 3.980 4.280
H 5.136 1.319 0.637
H -5.167 -2.393 2.262
H -1.090 -0.158 4.942
H -0.005 4.200 -7.381
H 1.808 3.676 2.401
H -1.419 -0.526 6.652
H -4.094 0.310 -0.917
H 3.629 2.259 -1.270
H -5.077 -3.009 0.591
H -1.992 4.988 -6.110
H -4.902 2.579 1.755
H -1.636 -1.840 -2.172
H -2.933 -0.873 -0.316
H 3.547 -2.642 3.752
H 4.886 -3.747 -0.077
H -4.792 3.544 3.238
H -2.053 4.820 2.790
H -1.710 -2.494 4.186
H -4.441 -0.218 6.576
H 1.275 2.256 -6.570
H 6.234 0.802 -3.316
H 7.524 -1.911 -0.233
H -4.329 4.261 1.674
H 0.842 3.263 0.976
H 6.306 -2.523 -2.343
H -3.237 -3.384 -3.346
H 4.523 -3.003 2.322
H 8.463 -3.065 -1.199
H 5.759 -0.725 -1.375
H 6.359 -4.213 -1.891
H -4.327 -1.407 -1.279
H -2.789 1.922 0.506
H 3.150 -1.285 -2.606
H -3.596 -2.547 1.451
H -4.864 -1.858 6.060

No. 3
19
Properties=species:S:1:pos:R:3 method="wB97M-V/def2-TZVPD" orbital_gap_ev=7.69 charge=0 relative_energy_ev=1.896 multiplicity=1
S 1.152 1.115 -2.453
S -1.838 1.555 -1.936
S 0.276 2.912 -0.331
C -0.266 1.636 -1.459
C 0.426 -1.411 -0.604
C -1.605 0.713 1.759
C -0.855 0.158 0.873
C 0.841 -2.349 0.503
C 0.145 -0.109 0.027
H 1.093 -1.489 -1.584
H 0.764 -3.317 0.162
H -0.625 2.540 0.696
H 2.011 1.620 -1.488
H -0.652 -1.724 -0.977
H -2.408 1.437 1.455
H 1.026 0.496 0.212
H 1.739 -1.984 0.862
H -1.490 0.486 2.830
H 0.268 -2.285 1.453

No. 4
10
Properties=species:S:1:pos:R:3 method="wB97M-V/def2-TZVPD" orbital_gap_ev=11.80 charge=0 relative_energy_ev=0.500 smiles=N#CCCO multiplicity=1
O -1.479 -0.686 -0.530
N 2.230 -0.950 -0.901
C 0.432 0.724 0.018
C -0.779 -0.075 0.524
C 1.460 -0.182 -0.505
H 0.866 1.332 0.819
H -0.910 -1.362 -0.923
H 0.108 1.394 -0.784
H -1.480 0.612 1.005
H -0.449 -0.805 1.277

No. 5
130
Properties=species:S:1:pos:R:3 method="wB97M-V/def2-TZVPD" orbital_gap_ev="7.03 / 2.43" charge=+1 s2=0.761 multiplicity=2
S 0.069 -5.223 2.533
S -2.497 6.412 -2.281
S 2.053 4.480 1.593
S -0.809 3.210 5.255
S -2.239 -0.455 -4.705
S 4.590 -1.337 2.861
O 0.356 -3.817 2.834
O -0.197 -6.208 3.562
O 0.859 3.603 1.406
O -0.487 4.158 6.301
O 0.290 2.418 4.747
O 5.157 -2.655 3.184
O 1.839 5.883 1.764
O -3.576 6.810 -3.187
O -2.348 0.772 -3.902
O 5.075 -0.417 1.822
O -2.507 -1.813 -4.138
O -1.588 7.533 -1.936
N -0.901 -4.253 -4.526
N -4.405 -2.413 1.277
N 2.221 -0.004 -1.604
N -0.289 -1.038 1.101
C 2.337 0.417 -2.971
C 0.074 -4.453 -3.605
C 2.790 -1.575 2.765
C 3.474 -0.119 -1.034
C -0.369 -0.680 -6.674
C 4.482 -0.494 4.517
C -0.996 -0.130 -0.930
C -1.249 -5.417 1.274
C -1.568 0.141 -7.318
C 2.042 -0.781 3.888
C -3.441 2.368 4.571
C -0.522 -5.712 -0.055
C 3.169 3.678 2.777
C -2.323 3.773 -2.263
C -3.681 -1.311 1.562
C -2.687 2.877 3.363
C -2.559 4.183 -0.809
C 0.567 -5.797 -5.310
C -3.074 -1.504 2.802
C 4.302 0.280 -2.059
C -0.485 -0.528 -5.191
C -0.389 0.364 1.193
C 3.181 4.248 0.087
C 3.830 2.605 1.849
C 3.622 0.574 -3.254
C -4.113 -3.412 2.115
C 3.003 -0.533 5.055
C -0.782 0.961 0.011
C -0.577 -1.272 -0.211
C -2.806 -0.306 -6.459
C -0.567 -5.056 -5.657
C -2.355 2.174 5.732
C -3.278 -2.858 3.118
C 0.965 -5.371 -4.034
C -3.206 5.584 -0.751
C 0.991 -5.286 0.000
C 1.435 -5.777 1.383
C -1.662 4.018 3.851
C -1.621 5.036 -2.910
C 4.183 3.213 0.531
H -0.245 -1.771 1.794
H -1.832 -6.281 1.594
H -3.685 -0.414 0.961
H -2.078 2.064 2.966
H -3.178 3.541 -0.183
H 3.606 5.248 0.002
H -4.489 -4.421 2.033
H -2.592 -0.670 3.291
H -1.931 1.197 5.965
H -2.655 2.553 6.709
H 2.303 -5.188 1.680
H -1.085 -5.040 -6.605
H -3.136 -1.315 -6.707
H -3.303 3.266 2.552
H -4.039 1.478 4.376
H -4.291 5.587 -0.857
H -0.100 -4.013 -2.634
H 5.381 0.278 -2.019
H -0.604 5.187 -2.547
H -1.585 -3.509 -4.514
H 1.467 0.340 -3.607
H 4.190 2.344 -0.127
H 1.314 -0.128 -1.177
H -1.021 -5.246 -0.904
H -3.279 3.630 -2.767
H 2.634 3.570 3.720
H -0.997 4.326 3.045
H 1.024 -6.554 -5.930
H -1.769 -4.459 1.248
H -1.070 1.997 -0.090
H -1.710 2.881 -2.138
H -0.109 0.759 2.158
H -4.972 -2.645 0.473
H 4.741 2.209 2.296
H 5.283 -0.864 5.157
H -4.157 3.129 4.881
H 3.765 -0.447 -0.048
H 2.826 0.488 5.392
H -0.532 -1.746 -6.836
H -0.394 -2.291 -0.519
H 2.745 4.159 -0.908
H -0.457 -6.764 -0.333
H 1.743 0.124 3.360
H 2.766 -2.664 2.717
H 1.075 -4.207 -0.131
H 3.848 4.517 2.924
H -1.539 5.083 -3.996
H 0.631 -0.439 -7.034
H 3.158 1.768 1.658
H 4.689 0.530 4.204
H -1.490 0.077 -8.403
H 1.578 -5.813 -0.752
H 4.330 0.631 -4.067
H 1.073 -1.218 4.132
H -3.116 -3.343 4.070
H 1.668 -5.788 -3.328
H 2.994 -1.231 5.892
H -1.590 4.167 -0.311
H -2.241 4.834 4.285
H 1.454 -6.867 1.419
H 5.115 3.729 0.761
H -2.949 6.240 0.081
H -3.626 0.399 -6.325
H 0.072 -1.011 -4.388
H -1.448 -0.153 -1.910
H -0.111 0.495 -5.234
H 2.466 -1.286 1.765
H -1.340 1.192 -7.139

No. 6
45
Properties=species:S:1:pos:R:3 method="wB97M-V/def2-TZVPD" orbital_gap_ev="6.23 / 5.50" charge=0 relative_energy_ev=0.000 s2=6.123 multiplicity=5
Fe -0.070 2.368 2.264
S -3.466 -1.064 -2.088
S -2.417 -3.693 -1.424
O 0.816 0.181 4.489
O 0.802 2.670 -0.487
O 2.682 2.728 3.137
O -0.670 5.199 2.626
N -0.968 -1.821 -2.675
N 1.528 -1.059 -3.575
C 0.201 -2.604 -2.307
C -1.060 1.633 4.093
C 0.743 -1.162 5.037
C -0.204 0.608 3.641
C 1.225 -2.458 -3.421
C -0.142 0.289 2.259
C -1.324 0.450 1.364
C 0.408 2.546 0.595
C -0.718 -0.412 -2.941
C -2.015 2.080 3.187
C -2.057 1.654 1.864
C 0.374 -0.311 -4.000
C -0.387 4.092 2.430
C 1.571 2.560 2.825
C -2.204 -2.175 -2.111
C 2.710 -0.809 -4.373
H -0.377 0.144 -2.048
H 3.546 -1.361 -3.935
H -0.043 -0.716 -4.942
H 0.629 -1.905 4.222
H 2.144 -2.996 -3.160
H 0.658 0.740 -4.137
H -1.009 0.581 0.305
H -1.640 0.051 -3.336
H -2.732 2.832 3.528
H 2.930 0.262 -4.357
H 2.598 -1.125 -5.425
H -0.082 -3.664 -2.217
H -2.785 2.094 1.163
H -0.100 -1.222 5.751
H 0.633 -0.400 1.931
H -1.958 -0.464 1.306
H 0.665 -2.251 -1.371
H 1.705 -1.275 5.554
H 0.780 -2.882 -4.339
H -0.918 2.065 5.098

No. 7
24
Properties=species:S:1:pos:R:3 method="wB97M-V/def2-TZVPD" orbital_gap_ev="2.09 / 8.64" charge=-1 relative_energy_ev=2.355 s2=0.750 multiplicity=2
O 1.925 -2.782 -0.539
N 0.761 1.776 -1.071
N 0.582 1.198 -3.193
N -0.632 -1.350 -0.152
C 0.034 0.715 1.182
C -1.026 -0.375 1.008
C 0.017 1.926 -2.275
C -0.167 1.875 0.064
C -1.086 -1.164 2.350
H -0.118 -1.351 2.800
H -1.974 0.018 0.590
H -0.557 2.766 -2.533
H -0.328 -0.936 -1.000
H -1.723 -0.480 2.965
H 0.059 -1.915 0.038
H -0.133 3.000 0.571
H 1.039 0.320 1.095
H 1.580 1.250 -0.926
H -1.541 -2.248 2.149
H -0.024 1.057 2.155
H 2.620 -3.188 -1.035
H 0.070 1.162 -4.094
H 1.735 -3.183 0.239
H -1.113 1.911 -0.386